# 1
ORCA calculation (ωB97M-V/def2-TZVPD) on C4H5N3 in the gas phase at a distorted geometry.

Values from the calculation:
SMILES   [H]/N=C1\N=CC(=C)N1
HOMO-LUMO gap   8.53 eV
Energy above the lowest of the compared OMol25 structures with the same formula, charge and spin   318.80 kJ/mol
F_max   6.7 eV/A
Energy   -8696.5082 eV

ORCA input file:
```
! RIJCOSX wB97M-V def2-TZVPD def2/J DEFGRID3
* xyz 0 1
H -1.97 1.62 -2.17
N -1.03 1.75 -1.59
C -0.78 0.77 -0.85
N -1.32 -0.58 -0.74
C -0.55 -1.37 -0.05
C 0.62 -0.47 0.33
C 1.38 -0.67 1.31
N 0.49 0.71 -0.33
H -1.09 -2.24 0.43
H 1.32 -1.40 2.00
H 2.00 0.17 1.75
H 0.92 1.72 -0.10
*
```

Charge distribution, Mulliken scheme, values in e:
1 H 0.278
2 N -0.618
3 C 0.347
4 N -0.504
5 C -0.093
6 C 0.514
7 C -0.876
8 N -0.250
9 H 0.318
10 H 0.346
11 H 0.207
12 H 0.330

---

# 2
ORCA calculation (ωB97M-V/def2-TZVPD) on C4H5N3 in the gas phase at a distorted geometry.

Values from the calculation:
HOMO-LUMO gap   9.35 eV
Energy above the lowest of the compared OMol25 structures with the same formula, charge and spin   403.93 kJ/mol
F_max   1.2 eV/A
Energy   -8695.6259 eV

ORCA input file:
```
! RIJCOSX wB97M-V def2-TZVPD def2/J DEFGRID3
* xyz 0 1
N -2.29 -0.55 -1.03
C -1.54 0.13 -0.48
C 0.75 -0.85 -1.45
C -0.75 1.13 0.28
N 0.34 0.71 1.15
C 1.01 -0.33 0.95
N 0.88 -1.20 -0.17
H 0.85 0.26 -1.46
H -0.37 1.88 -0.42
H -1.49 1.62 0.92
H 1.79 -0.61 1.67
H 0.81 -2.19 0.05
*
```

Charge distribution, Mulliken scheme, values in e:
1 N -0.401
2 C 0.403
3 C -0.388
4 C -0.611
5 N -0.406
6 C 0.086
7 N -0.152
8 H 0.229
9 H 0.312
10 H 0.338
11 H 0.374
12 H 0.217

---

# 3
ORCA calculation (ωB97M-V/def2-TZVPD) on C4H5N3O in the gas phase at a distorted geometry.

Values from the calculation:
SMILES   C=N/N=C1/CC=NO1
HOMO-LUMO gap   9.54 eV
Energy above the lowest of the compared OMol25 structures with the same formula, charge and spin   633.07 kJ/mol
F_max   6.7 eV/A
Energy   -10741.0534 eV

ORCA input file:
```
! RIJCOSX wB97M-V def2-TZVPD def2/J DEFGRID3
* xyz 0 1
C -0.79 2.35 2.08
N -0.17 1.75 1.24
N -0.80 0.44 0.88
C -0.08 -0.33 0.02
C -0.55 -1.74 -0.33
C 0.42 -1.76 -1.63
N 1.25 -0.82 -1.74
O 0.97 0.09 -0.73
H -1.89 1.92 2.37
H -0.19 3.10 2.65
H -1.60 -1.78 -0.30
H -0.27 -2.50 0.40
H 0.23 -2.17 -2.82
*
```

Charge distribution, Mulliken scheme, values in e:
1 C -0.329
2 N -0.210
3 N -0.317
4 C 0.368
5 C -0.284
6 C -0.136
7 N -0.259
8 O -0.155
9 H 0.284
10 H 0.252
11 H 0.261
12 H 0.239
13 H 0.285

---

# 4
ORCA calculation (ωB97M-V/def2-TZVPD) on a molecular structure, C4H5N3O at a distorted geometry.

Values from the calculation:
HOMO-LUMO gap   10.54 eV
Energy above the lowest of the compared OMol25 structures with the same formula, charge and spin   678.16 kJ/mol
F_max   5.2 eV/A
Energy   -10740.5861 eV

ORCA input file:
```
! RIJCOSX wB97M-V def2-TZVPD def2/J DEFGRID3
* xyz 0 1
C -2.13 -0.05 -0.02
C -0.64 0.23 0.02
C 1.14 1.35 0.24
C 1.91 -0.80 -0.24
H -1.82 -1.00 -0.74
H -3.04 0.68 -0.51
H -2.34 -0.93 0.98
H 1.42 2.30 0.89
H 2.52 -1.33 -1.13
N -0.01 1.28 -0.46
N 2.13 0.54 0.32
N 0.93 -1.53 -0.16
O -0.08 -0.74 0.82
*
```

Charge distribution, Mulliken scheme, values in e:
1 C -0.798
2 C 0.611
3 C 0.260
4 C 0.216
5 H 0.250
6 H 0.278
7 H 0.281
8 H 0.289
9 H 0.277
10 N -0.540
11 N -0.481
12 N -0.281
13 O -0.362

---

# 5
ORCA calculation (ωB97M-V/def2-TZVPD) on C4H5N3O in the gas phase at a distorted geometry.

Values from the calculation:
SMILES   [H]/N=C1\C=NC(CO)=N1
HOMO-LUMO gap   9.16 eV
Energy above the lowest of the compared OMol25 structures with the same formula, charge and spin   262.22 kJ/mol
F_max   4.2 eV/A
Energy   -10744.8970 eV

ORCA input file:
```
! RIJCOSX wB97M-V def2-TZVPD def2/J DEFGRID3
* xyz 0 1
H -3.37 0.26 -0.19
N -2.84 -0.58 -0.13
C -1.62 -0.17 -0.04
C -1.04 1.23 0.07
N 0.23 1.16 0.18
C 0.53 -0.29 0.12
C 1.90 -0.65 0.30
O 2.69 0.19 -0.43
N -0.51 -1.08 -0.08
H -1.50 2.19 0.16
H 2.24 -1.68 0.04
H 2.05 -0.59 1.45
H 2.19 1.08 -0.50
*
```

Charge distribution, Mulliken scheme, values in e:
1 H 0.264
2 N -0.568
3 C 0.428
4 C -0.099
5 N -0.580
6 C 0.565
7 C -0.170
8 O -0.525
9 N -0.571
10 H 0.422
11 H 0.286
12 H 0.158
13 H 0.388

---

# 6
ORCA calculation (ωB97M-V/def2-TZVPD) on C4H5N3O in the gas phase at a distorted geometry.

Values from the calculation:
SMILES   C1=N\N=C\O/N=C\C/1
HOMO-LUMO gap   10.33 eV
Energy above the lowest of the compared OMol25 structures with the same formula, charge and spin   724.55 kJ/mol
F_max   8.6 eV/A
Energy   -10740.1053 eV

ORCA input file:
```
! RIJCOSX wB97M-V def2-TZVPD def2/J DEFGRID3
* xyz 0 1
C 1.36 0.16 0.25
N 1.80 -1.15 -0.07
N 0.56 -1.81 -0.59
C -0.33 -1.58 0.29
O -1.74 -1.56 0.06
N -2.13 -0.25 -0.09
C -1.20 0.67 -0.12
C 0.27 0.99 -0.12
H 2.30 0.59 0.28
H 0.02 -1.02 1.22
H -1.84 1.56 -0.44
H 0.36 1.96 0.45
H 0.58 1.42 -1.12
*
```

Charge distribution, Mulliken scheme, values in e:
1 C -0.429
2 N -0.332
3 N -0.230
4 C -0.183
5 O -0.204
6 N -0.303
7 C -0.120
8 C -0.189
9 H 0.460
10 H 0.573
11 H 0.303
12 H 0.330
13 H 0.325